(1)
{
  "formula": "C18H16N2O4",
  "method": "ωB97M-V/def2-TZVPD",
  "elements": ["C", "C", "C", "O", "N", "C", "O", "C", "C", "C", "C", "C", "O", "C", "C", "C", "N", "O", "C", "C", "C", "C", "C", "C", "H", "H", "H", "H", "H", "H", "H", "H", "H", "H", "H", "H", "H", "H", "H", "H"],
  "coordinates": [[2.448, 1.889, -2.299], [3.184, 2.233, -1.258], [2.601, 2.829, -0.011], [2.588, 1.889, 1.073], [1.878, 0.733, 0.781], [0.497, 0.813, 0.663], [-0.068, 1.879, 0.813], [-0.170, -0.433, 0.317], [-1.629, -0.402, 0.175], [-2.409, 0.308, 1.084], [-3.784, 0.363, 0.956], [-4.413, -0.289, -0.101], [-5.752, -0.297, -0.328], [-6.591, 0.402, 0.559], [-3.634, -1.001, -1.017], [-2.268, -1.062, -0.879], [0.495, -1.569, 0.109], [-0.073, -2.648, -0.188], [1.893, -1.586, 0.239], [2.587, -2.778, 0.031], [3.956, -2.811, 0.158], [4.649, -1.654, 0.502], [3.978, -0.470, 0.714], [2.589, -0.419, 0.579], [2.876, 1.434, -3.175], [1.384, 2.066, -2.320], [4.248, 2.041, -1.239], [1.585, 3.196, -0.188], [3.222, 3.637, 0.380], [-1.940, 0.818, 1.909], [-4.352, 0.917, 1.686], [-6.359, 1.472, 0.574], [-7.603, 0.260, 0.182], [-6.525, 0.001, 1.576], [-4.132, -1.502, -1.832], [-1.688, -1.620, -1.597], [2.010, -3.653, -0.227], [4.490, -3.734, -0.005], [5.723, -1.682, 0.607], [4.506, 0.427, 0.996]],
  "atomic_forces_ev_per_a": [[-0.025, 0.034, -0.118], [0.030, 0.075, 0.388], [-0.234, 0.212, -0.630], [-0.209, -0.746, 0.529], [-0.117, 0.530, -0.146], [0.810, 0.559, 0.105], [-0.109, -0.096, 0.002], [-0.473, -0.334, -0.107], [-0.174, -0.078, 0.054], [0.237, -0.208, -0.140], [-0.420, 0.016, 0.008], [0.221, -0.059, -0.048], [0.257, -0.150, -0.177], [-0.135, 0.121, 0.159], [-0.239, 0.104, 0.033], [-0.018, 0.114, 0.051], [-0.352, 0.622, 0.178], [-0.130, -0.295, -0.097], [0.999, 0.014, 0.114], [-0.153, 0.024, -0.009], [-0.056, -0.020, -0.011], [-0.107, 0.060, 0.004], [0.052, 0.077, 0.030], [0.107, -0.343, -0.054], [0.131, -0.097, -0.150], [-0.230, 0.064, 0.065], [0.138, -0.050, -0.099], [0.172, -0.042, 0.074], [-0.078, -0.070, -0.001], [0.017, 0.069, 0.029], [-0.076, 0.039, 0.044], [0.000, -0.046, 0.011], [0.059, 0.039, 0.066], [0.009, 0.026, -0.039], [-0.056, -0.064, -0.099], [0.026, -0.060, -0.012], [-0.009, -0.005, -0.009], [0.027, -0.097, -0.019], [0.099, 0.023, 0.019], [0.010, 0.038, 0.002]],
  "homo_energy_ev": -7.996,
  "multiplicity": 1,
  "fmax_ev_per_a": 1.0,
  "e_above_lowest_ev": 5.1390,
  "gap_ev": 7.6,
  "total_charge": 0,
  "smiles": "C=CCOn1c(=O)c(-c2ccc(OC)cc2)[n+]([O-])c2ccccc21"
}



(2)
{
  "formula": "C5H10O",
  "method": "ωB97M-V/def2-TZVPD",
  "elements": ["C", "C", "O", "C", "C", "C", "H", "H", "H", "H", "H", "H", "H", "H", "H", "H"],
  "coordinates": [[-2.074, 0.003, 0.386], [-0.791, -0.006, -0.430], [-0.838, 1.172, -1.220], [0.433, -0.083, 0.492], [1.607, -0.956, 0.146], [1.743, 0.537, 0.102], [-2.089, 0.901, 1.014], [-2.138, -0.885, 1.023], [-2.947, 0.027, -0.271], [-0.795, -0.890, -1.090], [-0.110, 1.138, -1.854], [0.197, -0.023, 1.552], [2.107, -1.504, 0.940], [1.560, -1.483, -0.806], [1.816, 1.027, -0.866], [2.319, 1.025, 0.881]],
  "atomic_forces_ev_per_a": [[-0.005, -0.021, 0.009], [-0.055, -0.289, 0.264], [0.238, 0.051, -0.285], [-0.196, 0.057, 0.059], [0.066, -0.228, -0.126], [0.093, 0.141, -0.039], [-0.024, -0.158, -0.041], [0.033, 0.131, -0.050], [0.118, 0.000, 0.060], [0.038, 0.172, 0.067], [-0.165, 0.104, 0.117], [-0.003, 0.034, -0.141], [-0.082, 0.092, -0.128], [0.021, 0.096, 0.198], [-0.004, -0.127, 0.149], [-0.074, -0.055, -0.113]],
  "homo_energy_ev": -10.295,
  "multiplicity": 1,
  "fmax_ev_per_a": 0.4,
  "e_above_lowest_ev": 1.1414,
  "gap_ev": 11.3,
  "total_charge": 0,
  "smiles": "C[C@@H](O)C1CC1"
}



(3)
{
  "formula": "C7H10",
  "method": "ωB97M-V/def2-TZVPD",
  "elements": ["C", "C", "C", "C", "C", "C", "C", "H", "H", "H", "H", "H", "H", "H", "H", "H", "H"],
  "coordinates": [[3.381, 0.056, 1.302], [2.275, 0.714, 0.939], [0.985, 0.065, 0.814], [-0.151, 0.608, 0.369], [-1.321, -0.192, -0.046], [-1.795, -0.197, -1.281], [-3.027, -0.864, -1.775], [3.255, -1.010, 1.428], [4.336, 0.539, 1.422], [2.301, 1.796, 1.056], [0.987, -1.020, 0.933], [-0.273, 1.689, 0.398], [-1.684, -0.946, 0.648], [-1.239, 0.354, -2.043], [-2.816, -1.732, -2.415], [-3.624, -0.221, -2.424], [-3.648, -1.276, -0.984]],
  "atomic_forces_ev_per_a": [[-0.903, -0.147, -0.610], [0.331, 0.682, 2.017], [-0.268, -0.599, -0.835], [0.121, 0.161, 0.542], [0.296, -0.604, 0.298], [0.068, 0.598, -0.639], [-0.171, -1.091, -0.396], [0.587, -0.239, -0.034], [0.086, -0.052, 0.170], [-0.115, 0.071, -0.802], [0.169, 0.022, -0.139], [0.203, 0.008, -0.555], [-0.388, 0.309, 0.269], [-0.214, 0.254, 0.204], [0.292, 0.129, 0.014], [-0.009, 0.238, 0.282], [-0.086, 0.261, 0.213]],
  "homo_energy_ev": -8.369,
  "multiplicity": 1,
  "fmax_ev_per_a": 2.2,
  "e_above_lowest_ev": 2.0186,
  "gap_ev": 9.3,
  "total_charge": 0,
  "smiles": "C=C/C=C/C=C/C"
}